Entry 1:
DFT (wB97M-V/def2-TZVPD) results for a molecular structure, C16H16CeCl8O in a non-equilibrium geometry.

Last column: Mulliken charge in e.
Cartesian coordinates (Å):
C -0.67956 0.94080 -2.09480  0.608
C -0.83251 -0.46017 -2.36691  0.288
C 0.46953 -1.05142 -2.32804  0.523
C -2.07922 -1.19701 -2.67523  -1.212
C 1.42363 -0.02384 -2.04077  0.722
C 0.71451 1.20327 -1.90015  0.658
C 1.32798 2.52657 -1.69042  -1.830
C -1.75969 1.94951 -2.06209  -1.566
C 0.76492 -2.46827 -2.58876  -1.483
C 2.88305 -0.20396 -2.00090  -1.781
Ce -0.67540 -0.32548 0.41141  0.807
Cl -3.22338 -3.52380 0.42815  -0.839
Cl -3.18981 -0.03946 0.36516  -0.413
Cl 0.89708 -2.35028 0.65016  -0.391
H -2.95744 -0.60246 -2.40462  0.284
H -2.13028 -2.12916 -2.09497  0.235
H -2.15840 -1.45261 -3.74015  0.324
H -0.02703 -3.10774 -2.17460  0.310
H 1.71093 -2.76993 -2.12796  0.344
H 0.82981 -2.68175 -3.66692  0.323
H 3.14937 -1.11927 -1.45556  0.343
H 3.37256 0.64938 -1.51692  0.361
H 3.29394 -0.28275 -3.01776  0.265
H 2.25338 2.45125 -1.10536  0.382
H 0.63082 3.20477 -1.18143  0.330
H 1.57527 2.98093 -2.66001  0.289
H -2.67491 1.52221 -1.62620  0.363
H -1.99472 2.30359 -3.07472  0.278
H -1.45884 2.81576 -1.45942  0.289
O 0.08295 1.53900 0.86278  -0.541
H 0.22209 2.33119 1.41202  0.196
Cl -1.98567 -2.19786 2.99268  -0.153
C -0.81640 -1.25242 3.77806  0.504
C 0.01067 -0.47261 3.00688  -0.359
C 1.11520 0.16321 3.52283  0.124
Cl 2.34772 0.85295 2.53904  -0.172
C 1.29314 0.19368 4.93094  0.042
Cl 2.58674 1.09295 5.58787  -0.239
C 0.38424 -0.50194 5.76064  0.227
Cl 0.60215 -0.45383 7.45655  -0.241
C -0.67468 -1.25208 5.18661  0.024
Cl -1.77535 -2.08462 6.18050  -0.222

Output
2S+1: 1
frontier orbital gap: 6.01 eV
F_max: 2.30 eV/A
net charge: -2

=====

Entry 2:
DFT (wB97M-V/def2-TZVPD) results for a molecular structure, C16H16Cl2FNO4RuTe in a non-equilibrium geometry.

Last column: Mulliken charge in e.
Cartesian coordinates (Å):
Ru -0.75102 -0.07145 -0.03676  0.342
O -0.85961 -3.13641 3.34528  -0.383
C -0.76915 -2.25689 2.39434  0.438
O -1.43184 -2.13302 1.40819  -0.473
C 0.43969 -1.29044 2.61908  0.181
C 1.30509 -1.26097 3.69190  -0.604
C 2.51872 -0.63775 3.54976  -0.335
C 2.84187 0.03120 2.38145  -0.929
C 1.81328 0.11696 1.40963  0.647
N 0.64872 -0.52881 1.51801  0.126
C 2.02123 0.96893 0.17345  0.275
O 2.87993 1.79341 0.11020  -0.572
O 1.11149 0.60027 -0.74134  -0.556
H -1.50089 -3.80251 3.06905  0.415
H 1.07756 -1.74502 4.62955  0.483
H 3.11502 -0.52274 4.47008  0.390
H 3.72049 0.53198 2.26078  0.665
Cl 4.88191 -1.49836 -0.39445  -0.151
C 4.26111 -0.89855 -1.90949  0.351
Cl 5.19390 -1.34597 -3.37048  -0.174
H 4.32523 0.13342 -1.93377  0.248
H 3.26048 -1.29590 -2.01162  -0.291
C 0.36915 -2.61873 -2.50633  -0.911
Te -1.37063 -1.32190 -2.43648  0.289
C -1.19444 0.07558 -4.03607  -0.929
H 0.86232 -2.46816 -1.58493  0.173
H 1.11186 -2.19954 -3.23362  0.321
H 0.08577 -3.64404 -2.71061  0.407
H -0.20368 0.20389 -4.41798  0.360
H -1.44114 1.06319 -3.64188  0.262
H -1.91293 -0.22088 -4.86613  0.343
F -5.17176 4.22392 0.29570  -0.296
C -4.12859 3.37857 0.24510  0.463
C -4.18750 2.28919 1.07891  -0.799
C -3.19583 1.35788 1.03059  0.215
C -2.07929 1.54325 0.18561  -0.321
C -2.06916 2.73826 -0.59765  0.203
C -3.06615 3.66865 -0.55808  -0.766
H -5.02367 2.13373 1.69030  0.480
H -3.32363 0.57408 1.72635  0.435
H -1.17823 2.90287 -1.18560  0.485
H -2.98568 4.56881 -1.11004  0.494

Output
2S+1: 6
frontier orbital gap (spin up / spin down): 7.53 / 6.94 eV
F_max: 3.91 eV/A
net charge: +1

=====

Entry 3:
DFT (wB97M-V/def2-TZVPD) results for a molecular structure, C16H16Cl3F5O2Os in a non-equilibrium geometry.

Last column: Mulliken charge in e.
Cartesian coordinates (Å):
C -1.57937 -1.98751 -1.28290  0.596
C -0.45191 -1.93941 -2.17364  0.662
C -0.09978 -0.56569 -2.37560  0.625
C 0.13318 -3.12864 -2.85874  -1.706
C -0.99394 0.24359 -1.58536  0.870
C -1.92070 -0.63824 -0.92544  -0.336
C -3.09596 -0.21847 -0.10669  -1.829
C -2.34615 -3.21598 -0.92143  -1.434
C 0.96971 -0.06724 -3.28573  -1.457
C -1.05566 1.73526 -1.54884  -1.615
Os 0.12665 -1.06886 -0.14999  1.413
Cl 2.56239 -1.91505 -0.93026  -0.535
Cl 0.35508 -3.14112 0.88291  -0.521
Cl 1.58919 0.75379 0.18569  -0.498
H 0.36355 -3.91205 -2.13130  0.313
H 1.05571 -2.85646 -3.37372  0.439
H -0.57871 -3.53967 -3.58613  0.314
H 1.95035 -0.39461 -2.92234  0.232
H 0.95125 1.02306 -3.33579  0.403
H 0.83084 -0.47943 -4.29239  0.314
H -0.08400 2.16789 -1.79384  0.424
H -1.34941 2.08291 -0.55306  0.367
H -1.79639 2.10744 -2.26856  0.257
H -3.52086 0.70937 -0.49774  0.359
H -2.78448 -0.04147 0.92766  0.254
H -3.85453 -1.00265 -0.10565  0.452
H -1.67396 -3.97204 -0.50996  0.255
H -2.84323 -3.63798 -1.80216  0.294
H -3.09876 -2.97849 -0.16937  0.436
O -0.66929 -0.56978 1.41690  -0.726
H -0.50678 0.37343 1.77263  0.323
F 4.49437 3.19827 4.05310  -0.365
C 3.23679 2.86232 3.72314  0.561
C 2.70848 1.64125 4.15301  0.148
F 3.46993 0.81067 4.89628  -0.335
C 1.42477 1.29232 3.80732  0.505
F 0.90643 0.13100 4.24365  -0.372
C 0.61089 2.12179 2.95577  0.018
O -0.50452 1.73838 2.49918  -0.874
C 1.18278 3.39341 2.59870  0.379
F 0.43102 4.22886 1.86162  -0.378
C 2.46517 3.73883 2.95350  0.110
F 2.98989 4.91701 2.55555  -0.345

Output
2S+1: 5
frontier orbital gap (spin up / spin down): 4.03 / 6.12 eV
F_max: 4.10 eV/A
net charge: -2

=====

Entry 4:
DFT (wB97M-V/def2-TZVPD) results for a molecular structure, C16H16Cl5FNOScSi in a non-equilibrium geometry.

Last column: Mulliken charge in e.
Cartesian coordinates (Å):
Sc -0.89047 -0.40230 -0.34328  0.503
C 3.31668 -1.41144 -1.44411  -1.013
Si 2.23676 0.12663 -1.40009  -0.059
C 1.00691 0.06307 -2.84196  -1.102
C 3.31010 1.66381 -1.51019  -1.037
N 1.12253 0.13522 -0.07790  0.419
C 1.46102 0.11316 1.25148  0.341
C 2.76268 0.14647 1.79153  -0.191
C 2.99134 0.13155 3.15622  -1.022
C 1.94338 0.08273 4.06735  -0.378
C 0.64198 0.04536 3.58709  -0.987
C 0.46263 0.05866 2.23166  0.841
F -0.86918 0.01441 1.73894  -0.149
H 3.89038 -1.46308 -2.37224  0.366
H 2.69491 -2.30688 -1.37757  0.274
H 4.02526 -1.43778 -0.61445  0.338
H 1.49159 -0.04446 -3.81303  0.429
H 0.39661 0.97046 -2.87899  0.276
H 0.34842 -0.81165 -2.73305  0.258
H 3.88694 1.66420 -2.43814  0.358
H 4.01903 1.71966 -0.68222  0.327
H 2.70327 2.57090 -1.48819  0.309
H 3.60099 0.18873 1.10833  0.203
H 4.01083 0.16024 3.51917  0.396
H 2.13005 0.07517 5.13138  0.382
H -0.21487 0.00986 4.24656  0.442
Cl -4.36863 -1.83128 -0.54781  -0.217
C -4.22323 -0.10006 -0.47418  1.045
C -2.94769 0.44783 -0.54505  -1.184
C -2.90180 1.83018 -0.47094  1.362
Cl -1.28446 2.51177 -0.53211  -0.217
C -4.00481 2.65983 -0.34264  -0.688
Cl -3.83301 4.36953 -0.26642  -0.185
C -5.26233 2.06270 -0.27870  0.841
Cl -6.66557 3.03800 -0.11934  -0.181
C -5.37547 0.67149 -0.34468  -0.487
Cl -6.92771 -0.06394 -0.26234  -0.179
C -0.93994 -3.58078 -0.32506  -0.812
O -0.84396 -2.18700 -0.36774  -0.458
H 0.05512 -4.03339 -0.31146  0.285
H -1.48022 -3.95649 -1.19721  0.281
H -1.47605 -3.90111 0.57137  0.268

Output
2S+1: 1
frontier orbital gap: 8.05 eV
F_max: 1.47 eV/A
net charge: 0

=====

Entry 5:
DFT (wB97M-V/def2-TZVPD) results for a molecular structure, C16H16Cl8OTc in a non-equilibrium geometry.

Last column: Mulliken charge in e.
Cartesian coordinates (Å):
C -1.08235 0.66206 -1.34530  0.416
C -1.24941 -0.72962 -1.82318  1.303
C 0.03842 -1.20956 -2.18472  1.012
C -2.49440 -1.21816 -2.48780  -1.607
C 1.00980 -0.19779 -1.95716  0.747
C 0.33453 0.96396 -1.46015  0.928
C 0.92036 2.32601 -1.42036  -1.717
C -2.12249 1.68519 -1.57023  -2.272
C 0.31949 -2.51050 -2.82813  -2.042
C 2.47036 -0.32028 -2.23579  -1.933
Tc -0.94550 -0.63680 0.34852  -0.215
Cl -2.01524 -2.44467 0.56561  -0.523
Cl -2.93108 0.54259 1.26113  -0.549
Cl 0.90079 -1.71755 0.72240  -0.499
H -3.34193 -0.54652 -2.27488  0.309
H -2.76024 -2.23945 -2.16067  0.317
H -2.35875 -1.23712 -3.58235  0.339
H -0.42100 -3.25955 -2.51945  0.382
H 1.31678 -2.89082 -2.55673  0.389
H 0.28370 -2.44284 -3.92729  0.295
H 2.86263 -1.20048 -1.71841  0.332
H 3.00636 0.55527 -1.88497  0.373
H 2.65197 -0.44185 -3.29765  0.323
H 1.97266 2.29879 -1.12942  0.370
H 0.34717 2.87292 -0.66991  0.381
H 0.86377 2.83273 -2.38906  0.308
H -3.13548 1.28209 -1.47402  0.445
H -2.00654 2.05722 -2.60128  0.359
H -1.98687 2.50246 -0.85585  0.401
O -0.54863 2.79411 1.78183  -0.352
H 0.42035 2.58871 1.51372  0.260
Cl -2.08871 -1.35228 3.81184  -0.162
C -0.56402 -0.57780 3.86196  0.374
C 0.03756 -0.08498 2.69176  -0.193
C 1.27285 0.47850 2.81379  0.725
Cl 2.12683 1.10987 1.42904  -0.178
C 2.00643 0.51617 4.01892  -0.317
Cl 3.60684 1.09363 4.08563  -0.252
C 1.42082 -0.03127 5.18784  0.205
Cl 2.32947 -0.12816 6.64124  -0.247
C 0.11669 -0.54065 5.10946  0.013
Cl -0.58402 -1.20360 6.51006  -0.249

Output
2S+1: 4
frontier orbital gap (spin up / spin down): 4.51 / 4.25 eV
F_max: 5.68 eV/A
net charge: -2

=====

Entry 6:
DFT (wB97M-V/def2-TZVPD) results for 3 unconnected molecules or ions with the total composition C16H16ClF6O6 in a non-equilibrium geometry.

Last column: Mulliken charge in e.
Cartesian coordinates (Å):
O -4.61451 -0.02894 -1.21771  -0.519
C -4.31214 1.22943 -1.64092  0.108
O -5.22069 1.97410 -2.55209  -0.140
C -6.55426 2.13238 -1.95166  -0.496
Cl -6.61589 3.94586 -1.42937  -0.344
C -2.86474 1.83314 -1.09297  0.498
C -2.85647 2.97634 0.12406  -0.287
C -1.37166 3.47016 0.62633  -0.367
C 0.05614 2.93241 0.00422  -0.488
C -0.05054 1.78398 -1.19827  -0.197
C -1.51035 1.21794 -1.78191  -0.282
H -6.67085 1.55684 -0.93821  0.093
H -3.86088 3.40426 0.60178  0.308
H -1.33139 4.26312 1.50996  0.248
H 1.10751 3.31650 0.41124  0.324
H 0.92321 1.30740 -1.68758  0.245
H -1.57292 0.41324 -2.63835  0.296
C 0.80357 -4.61931 -4.55569  -1.131
C 0.09502 -3.43111 -3.92949  -0.191
O 0.72805 -3.04384 -2.69893  -0.277
C 1.90774 -2.35851 -2.82215  0.319
O 2.42544 -2.07475 -3.90123  -0.534
C 2.46298 -1.97591 -1.45254  0.884
F 2.48782 -3.02619 -0.58258  -0.249
F 1.72156 -1.00150 -0.85228  -0.197
F 3.73960 -1.50181 -1.50908  -0.261
H 0.85811 -5.45040 -3.84530  0.297
H 0.28135 -4.95216 -5.45552  0.370
H 1.83436 -4.37141 -4.83024  0.320
H -0.93489 -3.71285 -3.68259  0.348
H 0.03854 -2.57990 -4.61848  0.300
C 1.54799 -1.01423 2.89600  -1.077
C 0.83945 0.17397 3.52220  -0.173
O 1.47247 0.56124 4.75276  -0.312
C 2.65216 1.24658 4.62954  0.361
O 3.16986 1.53033 3.55046  -0.516
C 3.20741 1.62917 5.99915  0.851
F 3.23225 0.57889 6.86910  -0.245
F 2.46598 2.60358 6.59940  -0.247
F 4.48402 2.10327 5.94261  -0.240
H 1.60253 -1.84532 3.60639  0.332
H 1.02578 -1.34708 1.99616  0.333
H 2.57878 -0.76632 2.62145  0.315
H -0.19046 -0.10776 3.76910  0.332
H 0.78296 1.02518 2.83321  0.285

Output
2S+1: 1
frontier orbital gap: 4.45 eV
F_max: 8.41 eV/A
net charge: -1

=====

The records above yield calculated total energy values of -4851.38370, -2357.82061, -2740.34158, -4200.46941, -4456.80976, -2129.76037 Ha, respectively.